(1)
# C43H50MnN3OSi3

A structure of composition C43H50MnN3OSi3 in a non-equilibrium geometry (the ωB97M-V functional and the def2-TZVPD basis, OMol25).

Summary:
Net charge ... +1
Multiplicity ... 2
HOMO level (spin up / spin down) ... -10.8 / -10.7 eV
Expectation value of S² ... 1.248
Max |F| ... 1.05 eV/Å

Last column: Mulliken charge in e.
Element x y z (Å)
Mn 0.64473 -0.46729 0.17105  -0.073
C 0.08046 0.69753 3.17537  -1.191
C -0.75303 -0.50377 2.86131  0.009
C -1.73753 -0.96673 3.72635  -0.644
C -2.47550 -2.08483 3.39786  -1.651
C -2.19030 -2.75577 2.21988  -0.427
C -1.18162 -2.27315 1.41806  0.052
N -0.49784 -1.15203 1.71810  1.967
C -0.71972 -2.95156 0.18538  0.377
C -1.05300 -4.23454 -0.21140  -0.985
C -0.46288 -4.74122 -1.35601  -1.555
C 0.41250 -3.95497 -2.08861  -0.491
C 0.68225 -2.67514 -1.64816  0.022
N 0.14415 -2.22273 -0.52321  1.320
C 1.46750 -1.64505 -2.37549  0.357
C 2.10445 -1.90923 -3.55829  -0.672
C 2.64645 -0.84555 -4.27252  -1.161
C 2.46048 0.42810 -3.80102  -1.164
C 1.82426 0.63721 -2.57463  -0.458
C 1.56038 2.03585 -2.11178  0.169
N 1.40036 -0.40016 -1.84281  1.631
H -0.37032 1.29452 3.96691  0.692
H 0.18843 1.31399 2.28323  -0.185
H 1.08208 0.38164 3.49553  -0.002
H -1.92238 -0.42976 4.64740  0.572
H -3.26269 -2.43721 4.05367  0.523
H -2.74706 -3.63736 1.92839  0.450
H -1.74719 -4.82993 0.36586  0.532
H -0.68959 -5.74834 -1.68222  0.461
H 0.86581 -4.33569 -2.99304  0.555
H 2.16749 -2.92101 -3.93674  0.516
H 3.17714 -1.02151 -5.20046  0.500
H 2.80186 1.28643 -4.36504  0.580
H 0.73706 2.44063 -2.70694  0.586
H 2.43334 2.67429 -2.26284  0.652
H 1.24750 2.06616 -1.07367  -1.269
C 1.40336 -2.94328 2.97928  -1.302
Si 2.25193 -2.14016 1.53098  0.969
C 2.76108 -3.53986 0.41862  -1.207
C 3.67474 -1.28170 2.34041  0.518
C 4.60141 -1.95576 3.14692  -0.941
C 5.54594 -1.23686 3.86558  -0.746
C 5.57628 0.15441 3.77454  -0.751
C 4.68640 0.81690 2.93965  -1.112
C 3.73060 0.09153 2.21746  0.539
Si 2.72241 0.78606 0.82649  1.337
C 2.40824 2.58669 1.18498  -1.178
C 4.04978 0.66782 -0.49455  -1.475
H 2.13918 -3.62706 3.42178  0.660
H 0.52130 -3.53104 2.71950  0.381
H 1.12632 -2.21595 3.74607  0.281
H 3.60538 -4.04943 0.89648  0.649
H 3.08375 -3.21913 -0.57616  0.240
H 1.94505 -4.26070 0.30993  0.263
H 4.58607 -3.04148 3.22564  0.363
H 6.25470 -1.75416 4.50108  0.412
H 6.30094 0.71786 4.35017  0.432
H 4.75317 1.89834 2.83969  0.412
H 3.12139 3.18486 0.60894  0.503
H 2.56388 2.77165 2.25248  0.461
H 1.40024 2.92768 0.93462  -0.082
H 4.94466 1.11664 -0.04724  0.512
H 3.84076 1.19324 -1.42584  0.561
H 4.28079 -0.37797 -0.72898  0.213
C -3.27370 4.15273 -0.54659  -1.975
C -1.91139 3.47281 -0.32159  2.295
C -0.86208 4.15914 -1.21240  -1.383
C -1.52617 3.65619 1.15317  -1.471
Si -1.96630 1.61653 -0.65914  -0.785
O -0.61909 0.90681 -0.04834  0.091
C -2.07710 1.20157 -2.49742  0.765
C -2.54158 2.06369 -3.49895  -0.120
C -2.66613 1.64292 -4.82113  -0.823
C -2.32532 0.34439 -5.17357  -0.759
C -1.87216 -0.53596 -4.19664  -0.497
C -1.76281 -0.10950 -2.87853  -0.352
C -3.55319 0.90415 0.03646  0.180
C -3.56673 0.10603 1.18379  0.987
C -4.75294 -0.40656 1.70371  -0.689
C -5.95898 -0.12228 1.07877  -0.938
C -5.96919 0.66200 -0.07119  -0.863
C -4.78115 1.16257 -0.58597  -0.394
H -3.19251 5.21834 -0.29748  0.588
H -4.05397 3.72439 0.08682  0.382
H -3.61177 4.08828 -1.58614  0.229
H -0.87853 5.24394 -1.04770  0.565
H -1.04385 3.98364 -2.27802  0.233
H 0.15117 3.81009 -0.98802  0.128
H -1.50811 4.72391 1.40501  0.573
H -0.53359 3.24865 1.36175  0.066
H -2.24472 3.16751 1.82281  0.256
H -2.80012 3.08902 -3.25461  0.095
H -3.03634 2.32875 -5.57430  0.448
H -2.42702 0.01519 -6.20091  0.406
H -1.61816 -1.55791 -4.46367  0.481
H -1.44147 -0.81502 -2.12085  0.105
H -2.62743 -0.10712 1.68796  0.005
H -4.73609 -1.01951 2.59972  0.431
H -6.88796 -0.50949 1.48029  0.401
H -6.90724 0.88259 -0.56790  0.441
H -4.81409 1.75653 -1.49723  0.393

=====

(2)
# C43H50N8O8SbSi3TeTl

A structure of composition C43H50N8O8SbSi3TeTl (the ωB97M-V functional and the def2-TZVPD basis, OMol25).

Summary:
Net charge ... -2
HOMO level ... -3.0 eV
Max |F| ... 0.25 eV/Å

Last column: Mulliken charge in e.
Element x y z (Å)
Tl 0.67772 0.03057 -0.71639  1.065
C 4.26856 0.29726 2.53640  -0.570
C 4.83710 -0.96076 2.61115  -0.394
C 4.83271 -1.76873 1.48453  -0.776
C 4.25731 -1.28999 0.30972  0.715
N 3.75798 -0.05748 0.22125  -0.265
C 3.75618 0.70093 1.31142  -0.032
C 4.08122 -2.18578 -0.87670  0.273
C 4.89629 -3.29864 -1.06555  -0.803
C 4.60372 -4.16206 -2.10696  -0.772
C 3.52315 -3.89193 -2.92312  -0.607
C 2.77880 -2.73480 -2.68953  -0.114
N 3.06657 -1.90329 -1.69242  0.226
C 1.60966 -2.39178 -3.55212  1.291
C 0.85838 -3.39172 -4.16423  -0.545
C -0.24710 -3.03045 -4.91749  -0.427
C -0.57263 -1.68910 -5.02815  -0.509
C 0.23955 -0.76552 -4.38611  0.383
N 1.31181 -1.09813 -3.67366  -0.374
H 4.16524 0.93157 3.40537  0.366
H 5.22904 -1.33502 3.54847  0.338
H 5.20442 -2.78344 1.54237  0.138
H 3.29048 1.67610 1.20973  0.494
H 5.73901 -3.48381 -0.41465  0.481
H 5.21201 -5.04203 -2.27771  0.403
H 3.27033 -4.55290 -3.74042  0.441
H 1.08101 -4.43518 -3.98934  0.048
H -0.87559 -3.79283 -5.36129  0.377
H -1.46818 -1.35214 -5.53218  0.280
H -0.00823 0.29028 -4.42161  -0.051
O -2.93620 0.11157 -3.27094  -0.771
C -2.37145 -0.42871 -2.30875  -0.580
O -1.83215 0.18629 -1.33197  0.120
C -2.33222 -1.95545 -2.30314  0.573
C -3.30606 -2.60546 -3.01800  -0.737
C -3.32565 -4.00013 -3.15906  -0.981
C -2.33870 -4.77754 -2.55670  -0.339
C -1.39040 -4.13908 -1.81399  -0.584
C -1.26500 -2.70703 -1.67500  0.727
O -0.23892 -2.22927 -1.13972  -0.041
N -0.37248 -4.96651 -1.16924  1.122
O -0.25117 -4.87835 0.03507  -0.607
O 0.26886 -5.74571 -1.87079  -0.642
N -4.34498 -4.64267 -3.93244  0.998
O -4.31873 -5.86860 -4.03873  -0.696
O -5.20706 -3.95363 -4.46516  -0.670
H -4.05121 -2.00343 -3.51913  0.627
H -2.33480 -5.85202 -2.67152  0.577
C -0.28170 -3.36024 3.11186  -1.053
Te 1.60125 -2.66494 2.38456  0.235
C 2.19142 -4.65813 2.97577  -1.328
C 1.28507 -5.00556 4.12420  0.755
C 1.62671 -5.92442 5.10856  -0.673
C 0.75786 -6.19957 6.15769  -0.496
C -0.46696 -5.55255 6.22274  -0.536
C -0.81676 -4.63470 5.23994  -0.712
C 0.04791 -4.35298 4.18958  0.436
H -0.80295 -3.83213 2.27798  0.386
H -0.86841 -2.51724 3.46802  0.477
H 3.24523 -4.70872 3.25575  0.518
H 2.01926 -5.32757 2.13059  0.404
H 2.58897 -6.42289 5.05892  0.402
H 1.04251 -6.90914 6.92574  0.369
H -1.14626 -5.75117 7.04316  0.376
H -1.76809 -4.11786 5.29477  0.457
N -2.26300 0.28076 1.72072  -0.250
C -1.03711 0.27634 2.31849  0.198
O -0.14529 -0.46745 1.86103  -0.119
C -0.81105 1.11905 3.45963  0.473
C -1.82009 1.97506 3.93980  -0.134
N -2.66522 2.66229 4.33603  -0.733
C 0.51024 1.26826 3.93570  0.069
N 1.58694 1.40315 4.34012  -0.737
H -2.24792 -0.02155 0.74681  0.045
H -2.86203 1.06697 1.92488  0.185
C -3.54657 5.92497 -0.65818  -1.067
Si -3.21609 4.09854 -0.30765  0.588
C -4.30473 3.59393 1.13858  -1.194
C -3.71379 3.14154 -1.83133  -0.497
Sb -0.79223 3.48030 0.27904  -0.443
Si 0.05954 5.50567 1.60368  0.589
C 1.83299 5.87600 1.08271  -0.956
C -0.90923 7.11152 1.40996  -1.160
C 0.06454 5.06024 3.42002  -1.018
Si 0.23220 3.99463 -1.99882  0.465
C -0.50991 2.82675 -3.26906  -0.275
C 0.01448 5.77512 -2.59806  -1.146
C 2.08380 3.66707 -1.89223  -0.700
H -4.56008 6.01888 -1.06378  0.380
H -2.84890 6.32953 -1.39356  0.175
H -3.48657 6.53678 0.24105  0.301
H -5.26462 4.11823 1.07851  0.398
H -3.85928 3.79627 2.11408  0.303
H -4.52153 2.52329 1.08878  0.283
H -4.80559 3.08456 -1.89271  0.439
H -3.31464 2.12360 -1.84785  -0.223
H -3.35974 3.63678 -2.73802  0.228
H 1.87948 6.26999 0.06528  0.237
H 2.45354 4.97899 1.13094  0.168
H 2.26499 6.62219 1.75729  0.419
H -0.99392 7.41526 0.36521  0.301
H -0.40808 7.91179 1.96463  0.392
H -1.91585 7.00430 1.81731  0.230
H 0.67351 4.17347 3.60937  0.181
H -0.94686 4.84124 3.77180  0.272
H 0.46975 5.88544 4.01476  0.353
H -0.95820 1.94113 -2.81041  -0.396
H 0.26759 2.50518 -3.96912  0.375
H -1.29647 3.31898 -3.84477  0.417
H -1.01257 5.95062 -2.92592  0.255
H 0.67727 5.97262 -3.44673  0.385
H 0.24671 6.49629 -1.81098  0.208
H 2.28963 2.68707 -1.45557  -0.093
H 2.59273 4.42525 -1.29410  0.256
H 2.51397 3.67942 -2.89876  0.382